Molecular formula: C22H42N3O3
Method: DFT, the ωB97M-V functional and the def2-TZVPD basis

CARTESIAN COORDINATES (ANGSTROEM)
C (-5.279, -2.954, -4.076)
O (-4.350, -1.964, -3.699)
C (-3.684, -1.358, -4.803)
C (-2.476, -0.589, -4.270)
C (-1.089, -1.152, -4.641)
C (-0.244, -1.562, -3.423)
C (1.064, -0.796, -3.182)
C (1.012, 0.727, -3.321)
C (-0.132, 1.418, -2.556)
C (-0.398, 0.776, -1.196)
C (-1.062, 1.699, -0.145)
C (-0.500, 1.404, 1.204)
C (0.248, 2.329, 1.926)
C (0.799, 1.983, 3.128)
N (0.626, 0.757, 3.638)
C (1.283, 0.374, 4.903)
C (2.656, -0.288, 4.701)
C (3.519, 0.221, 3.534)
C (4.606, 1.233, 3.917)
C (4.195, 2.692, 3.873)
O (3.602, 2.970, 2.623)
C (3.241, 4.325, 2.477)
C (-0.089, -0.166, 2.963)
C (-0.653, 0.126, 1.764)
H (-4.884, -3.594, -4.870)
H (-5.485, -3.574, -3.204)
H (-6.221, -2.517, -4.422)
H (-3.376, -2.140, -5.503)
H (-4.379, -0.691, -5.323)
H (-2.588, -0.609, -3.184)
H (-2.563, 0.459, -4.562)
H (-1.246, -2.047, -5.246)
H (-0.556, -0.449, -5.282)
H (-0.856, -1.528, -2.531)
H (0.036, -2.612, -3.532)
H (1.817, -1.175, -3.878)
H (1.427, -1.051, -2.185)
H (1.957, 1.131, -2.948)
H (0.964, 1.002, -4.375)
H (0.132, 2.469, -2.411)
H (-1.041, 1.415, -3.159)
H (0.533, 0.379, -0.791)
H (-1.052, -0.083, -1.324)
H (-2.134, 1.494, -0.115)
H (-0.933, 2.750, -0.398)
H (0.411, 3.325, 1.540)
H (1.396, 2.669, 3.709)
H (1.329, 1.264, 5.526)
H (0.603, -0.321, 5.392)
H (3.208, -0.125, 5.628)
H (2.509, -1.365, 4.630)
H (2.910, 0.642, 2.737)
H (4.016, -0.641, 3.091)
H (4.980, 1.020, 4.919)
H (5.442, 1.103, 3.229)
H (3.494, 2.945, 4.686)
H (5.081, 3.320, 4.021)
H (2.914, 4.468, 1.450)
H (2.435, 4.605, 3.169)
H (4.090, 4.987, 2.669)
H (-0.178, -1.142, 3.418)
H (-1.193, -0.643, 1.228)
C (-2.109, -3.153, 0.128)
O (-1.207, -2.590, -0.475)
N (-3.415, -3.030, -0.253)
N (-1.876, -3.955, 1.211)
H (-4.168, -3.516, 0.199)
H (-3.602, -2.533, -1.107)
H (-0.919, -4.108, 1.469)
H (-2.597, -4.463, 1.687)

## Properties
Maximum force ... 0.011 Eh/bohr
Kohn-Sham gap ... 8.2187 eV
Charge ... +1
E_HOMO ... -11.54 eV
LUMO ... -3.32 eV
Spin multiplicity ... 1


Molecular formula: C22H42NP3SZr
Method: DFT, the ωB97M-V functional and the def2-TZVPD basis

CARTESIAN COORDINATES (ANGSTROEM)
Zr (-1.124, -0.281, -0.197)
P (-0.225, -0.121, 2.325)
P (1.331, 0.788, -0.878)
P (0.428, -2.424, -0.519)
H (-5.534, -2.566, -1.761)
C (-4.958, -2.947, -0.923)
C (-5.272, -2.741, 0.415)
H (-5.965, -1.958, 0.743)
C (-0.965, 1.159, 3.407)
C (1.552, 0.117, 2.788)
C (-0.605, -1.645, 3.281)
C (1.362, 0.963, -2.715)
C (1.654, 2.524, -0.369)
C (3.040, 0.131, -0.583)
C (-0.548, -3.972, -0.454)
C (1.836, -2.934, 0.584)
C (1.211, -2.633, -2.179)
H (-4.286, -3.762, -1.168)
H (-5.172, -3.569, 1.131)
H (-2.011, 1.341, 3.129)
H (-0.412, 2.105, 3.318)
H (-0.918, 0.811, 4.448)
H (1.957, 1.031, 2.335)
H (2.159, -0.734, 2.457)
H (1.640, 0.205, 3.881)
H (-1.583, -2.041, 2.971)
H (-0.635, -1.384, 4.347)
H (0.155, -2.416, 3.109)
H (2.320, 1.413, -3.029)
H (0.527, 1.611, -3.026)
H (1.247, -0.030, -3.179)
H (2.622, 2.861, -0.776)
H (1.689, 2.585, 0.728)
H (0.854, 3.177, -0.741)
H (3.778, 0.834, -1.009)
H (3.181, -0.850, -1.058)
H (3.215, 0.052, 0.502)
H (0.113, -4.792, -0.760)
H (-1.417, -3.945, -1.122)
H (-0.907, -4.142, 0.566)
H (2.189, -3.923, 0.264)
H (1.518, -2.999, 1.632)
H (2.683, -2.245, 0.510)
H (1.413, -3.702, -2.326)
H (2.155, -2.084, -2.269)
H (0.526, -2.296, -2.967)
C (-3.259, -1.153, -0.882)
C (-2.845, -1.540, -2.186)
C (-3.489, -0.989, -3.308)
C (-4.526, -0.074, -3.155)
C (-4.888, 0.376, -1.879)
C (-4.231, -0.111, -0.752)
S (-3.075, -2.207, 0.809)
H (-3.064, -3.481, 0.388)
H (-2.176, -2.379, -2.345)
H (-3.232, -1.288, -4.328)
H (-5.019, 0.359, -4.037)
H (-5.688, 1.120, -1.781)
H (-4.582, 0.150, 0.251)
C (-2.845, 4.312, -1.195)
C (-2.257, 4.128, 0.059)
C (-1.646, 2.926, 0.376)
N (-1.625, 1.897, -0.523)
C (-2.047, 2.128, -1.798)
C (-2.740, 3.281, -2.130)
H (-3.410, 5.211, -1.429)
H (-2.293, 4.912, 0.817)
H (-1.192, 2.746, 1.356)
H (-1.865, 1.323, -2.520)
H (-3.184, 3.353, -3.120)

## Properties
Maximum force ... 0.091 Eh/bohr
Kohn-Sham gap (alpha / beta) ... 4.8199 / 4.8225 eV
Charge ... +4
E_HOMO (alpha / beta) ... -19.22 / -19.22 eV
LUMO (alpha / beta) ... -14.40 / -14.40 eV
Spin multiplicity ... 1


Molecular formula: C22H42O15S3
Method: DFT, the ωB97M-V functional and the def2-TZVPD basis

CARTESIAN COORDINATES (ANGSTROEM)
C (-2.463, -0.101, 2.366)
C (-3.616, 0.873, 2.493)
C (-3.585, 2.180, 1.708)
O (-4.886, 2.309, 1.207)
C (-5.578, 1.087, 1.297)
O (-6.710, 0.833, 0.838)
O (-4.797, 0.160, 2.011)
H (-2.286, -0.363, 1.323)
H (-2.606, -1.045, 2.892)
H (-1.545, 0.311, 2.784)
H (-3.830, 1.054, 3.546)
H (-2.815, 2.227, 0.938)
H (-3.448, 3.021, 2.388)
C (-0.029, -0.652, -0.234)
C (0.727, 0.110, 0.872)
C (0.075, 0.198, 2.239)
O (1.058, -0.292, 3.195)
C (2.138, -0.739, 2.567)
O (3.143, -1.220, 3.106)
O (1.925, -0.612, 1.210)
H (0.596, -1.038, -1.040)
H (-0.883, -0.048, -0.541)
H (-0.376, -1.573, 0.235)
H (1.065, 1.066, 0.472)
H (-0.758, -0.505, 2.234)
H (-0.353, 1.136, 2.591)
C (5.472, -0.697, 1.695)
C (4.928, 0.632, 1.062)
C (3.886, 0.548, -0.063)
O (2.804, 1.275, 0.387)
C (3.004, 1.736, 1.645)
O (2.186, 2.362, 2.339)
O (4.181, 1.318, 2.089)
H (6.270, -1.044, 1.038)
H (4.642, -1.392, 1.823)
H (5.997, -0.582, 2.643)
H (5.708, 1.229, 0.589)
H (3.695, -0.493, -0.326)
H (4.308, 0.944, -0.987)
C (-1.797, 5.032, -0.894)
C (-1.558, 3.558, -1.108)
C (-0.167, 3.025, -1.380)
O (0.011, 1.989, -0.475)
C (-0.943, 1.988, 0.397)
O (-1.013, 1.175, 1.348)
O (-1.787, 3.005, 0.162)
H (-1.127, 5.591, -0.240)
H (-2.750, 5.093, -0.370)
H (-2.020, 5.569, -1.816)
H (-2.137, 3.149, -1.935)
H (0.554, 3.808, -1.144)
H (-0.146, 2.734, -2.430)
C (0.496, -4.086, -3.895)
S (-0.382, -4.115, -2.257)
O (0.322, -5.190, -1.436)
C (0.422, -2.583, -1.600)
H (0.237, -3.233, -4.522)
H (0.015, -4.961, -4.332)
H (1.578, -4.163, -3.794)
H (0.233, -1.829, -2.364)
H (1.482, -2.805, -1.478)
H (-0.011, -2.360, -0.625)
C (0.105, 0.557, -2.490)
S (1.861, 0.142, -2.385)
O (2.410, 0.055, -3.827)
C (2.400, 1.771, -1.589)
H (-0.126, 1.572, -2.812)
H (-0.404, 0.472, -1.529)
H (-0.341, -0.260, -3.058)
H (2.369, 2.561, -2.339)
H (3.408, 1.712, -1.179)
H (1.742, 2.020, -0.757)
C (-2.545, -2.999, -1.044)
S (-1.211, -2.790, 0.230)
O (-1.798, -1.739, 1.172)
C (-1.483, -4.364, 1.101)
H (-2.801, -2.035, -1.483)
H (-3.437, -3.315, -0.504)
H (-2.236, -3.824, -1.686)
H (-0.920, -4.435, 2.031)
H (-1.206, -5.179, 0.432)
H (-2.548, -4.527, 1.270)

## Properties
Maximum force ... 0.305 Eh/bohr
Energy relative to the best compared isomer or geometry (same formula, charge and spin) ... 625.3 kcal/mol
Kohn-Sham gap ... 8.7246 eV
E_HOMO ... -8.94 eV
LUMO ... -0.21 eV
Spin multiplicity ... 1


Molecular formula: C22H43BNO37S9
Method: DFT, the ωB97M-V functional and the def2-TZVPD basis

CARTESIAN COORDINATES (ANGSTROEM)
C (-0.875, -0.667, -0.700)
C (-0.005, 0.305, -0.118)
C (0.629, 1.617, 0.704)
N (-0.444, 2.530, 1.270)
B (-1.275, 1.833, 2.335)
C (-0.649, 1.261, 3.775)
O (-2.759, 1.666, 2.145)
H (-1.813, -1.267, -1.131)
H (1.392, 1.217, 1.501)
H (1.202, 2.245, -0.133)
H (0.538, 1.169, 3.739)
H (-0.995, 2.044, 4.607)
H (-1.161, 0.217, 4.046)
H (-2.871, 0.914, 1.489)
C (-3.761, -3.487, 3.828)
C (-3.815, -1.977, 3.614)
O (-2.749, -1.690, 2.712)
S (-2.545, -2.961, 1.710)
O (-3.246, -2.679, 0.477)
O (-1.158, -3.360, 1.754)
O (-3.424, -4.041, 2.558)
H (-2.972, -3.757, 4.538)
H (-4.716, -3.889, 4.178)
H (-3.694, -1.419, 4.545)
H (-4.753, -1.681, 3.132)
C (3.209, -0.990, 5.184)
C (2.459, -2.031, 4.357)
O (1.920, -2.946, 5.309)
S (1.571, -2.138, 6.682)
O (0.163, -1.811, 6.668)
O (2.211, -2.816, 7.786)
O (2.412, -0.781, 6.348)
H (4.185, -1.369, 5.503)
H (3.344, -0.051, 4.641)
H (3.110, -2.549, 3.649)
H (1.622, -1.576, 3.816)
C (-1.310, 6.847, 5.860)
C (-1.101, 6.569, 4.374)
O (0.112, 5.824, 4.300)
S (0.257, 4.912, 5.645)
O (-0.213, 3.579, 5.338)
O (1.547, 5.175, 6.239)
O (-0.886, 5.663, 6.532)
H (-0.678, 7.675, 6.198)
H (-2.354, 7.067, 6.096)
H (-1.027, 7.486, 3.785)
H (-1.906, 5.944, 3.973)
C (4.350, 2.052, -2.037)
C (5.731, 2.333, -1.450)
O (5.628, 1.987, -0.071)
S (4.568, 0.757, 0.088)
O (5.318, -0.478, 0.158)
O (3.577, 1.132, 1.070)
O (3.898, 0.862, -1.394)
H (3.649, 2.858, -1.797)
H (4.384, 1.911, -3.121)
H (6.027, 3.379, -1.563)
H (6.491, 1.689, -1.904)
C (4.776, 2.690, 7.833)
C (5.161, 3.254, 6.468)
O (6.249, 2.447, 6.023)
S (6.055, 0.933, 6.599)
O (5.445, 0.131, 5.562)
O (7.266, 0.546, 7.284)
O (4.915, 1.275, 7.713)
H (5.465, 3.036, 8.610)
H (3.752, 2.951, 8.113)
H (5.457, 4.305, 6.520)
H (4.342, 3.142, 5.750)
C (4.198, -2.894, -1.924)
C (3.212, -3.327, -3.005)
O (3.747, -2.818, -4.225)
S (5.375, -2.812, -4.127)
O (5.871, -4.006, -4.774)
O (5.848, -1.486, -4.453)
O (5.491, -3.021, -2.514)
H (4.050, -1.844, -1.653)
H (4.126, -3.514, -1.027)
H (2.206, -2.936, -2.832)
H (3.169, -4.419, -3.085)
C (-3.763, 0.837, -4.286)
C (-3.740, -0.638, -3.897)
O (-2.672, -1.207, -4.652)
S (-1.510, -0.081, -4.858)
O (-0.494, -0.293, -3.851)
O (-1.214, 0.017, -6.268)
O (-2.394, 1.217, -4.421)
H (-4.254, 0.982, -5.254)
H (-4.257, 1.455, -3.532)
H (-4.682, -1.143, -4.121)
H (-3.505, -0.762, -2.834)
C (-8.504, -0.369, -4.999)
C (-8.149, -0.986, -6.349)
O (-7.928, 0.121, -7.219)
S (-7.314, 1.361, -6.354)
O (-5.877, 1.352, -6.512)
O (-8.125, 2.531, -6.594)
O (-7.667, 0.779, -4.873)
H (-9.546, -0.033, -4.981)
H (-8.331, -1.060, -4.170)
H (-8.944, -1.628, -6.736)
H (-7.217, -1.558, -6.288)
C (-0.001, -3.876, -8.586)
C (-0.966, -2.866, -7.972)
O (-2.251, -3.225, -8.474)
S (-2.303, -4.841, -8.689)
O (-2.938, -5.430, -7.531)
O (-2.732, -5.108, -10.043)
O (-0.700, -5.119, -8.587)
H (0.235, -3.617, -9.623)
H (0.927, -3.961, -8.013)
H (-0.720, -1.836, -8.244)
H (-0.992, -2.958, -6.881)

## Properties
Maximum force ... 0.192 Eh/bohr
Kohn-Sham gap ... 4.3601 eV
Charge ... -1
E_HOMO ... -2.83 eV
LUMO ... 1.53 eV
Spin multiplicity ... 1


Molecular formula: C22H43DyN2P3S
Method: DFT, the ωB97M-V functional and the def2-TZVPD basis

CARTESIAN COORDINATES (ANGSTROEM)
Dy (0.537, -0.123, -0.281)
P (-1.402, -1.070, 1.457)
P (0.956, -1.875, -2.550)
P (-1.922, 0.551, -1.690)
H (1.394, 2.902, 3.644)
C (0.407, 2.541, 3.950)
C (0.232, 1.342, 4.530)
H (1.075, 0.692, 4.801)
C (-0.899, -1.613, 3.130)
C (-2.356, -2.552, 0.952)
C (-2.754, 0.075, 1.936)
C (1.897, -0.990, -3.860)
C (1.940, -3.432, -2.468)
C (-0.467, -2.504, -3.531)
C (-2.973, 1.951, -1.142)
C (-3.224, -0.617, -2.230)
C (-1.336, 1.255, -3.282)
H (-0.441, 3.196, 3.732)
H (-0.766, 1.010, 4.841)
H (-0.377, -0.804, 3.656)
H (-0.258, -2.499, 3.099)
H (-1.816, -1.852, 3.686)
H (-1.718, -3.444, 0.983)
H (-2.743, -2.435, -0.067)
H (-3.198, -2.688, 1.647)
H (-2.343, 1.077, 2.117)
H (-3.218, -0.293, 2.861)
H (-3.517, 0.135, 1.151)
H (2.035, -1.646, -4.731)
H (2.882, -0.707, -3.464)
H (1.368, -0.080, -4.169)
H (2.065, -3.832, -3.485)
H (1.430, -4.190, -1.856)
H (2.933, -3.238, -2.042)
H (-0.106, -3.206, -4.297)
H (-1.006, -1.689, -4.029)
H (-1.160, -3.039, -2.870)
H (-3.738, 2.134, -1.909)
H (-2.355, 2.847, -1.012)
H (-3.457, 1.725, -0.187)
H (-3.904, -0.094, -2.917)
H (-3.791, -0.969, -1.359)
H (-2.784, -1.482, -2.739)
H (-2.213, 1.576, -3.861)
H (-0.764, 0.516, -3.859)
H (-0.693, 2.123, -3.082)
C (0.807, 3.892, -0.244)
C (1.436, 4.127, -1.484)
C (1.953, 5.388, -1.772)
C (1.868, 6.418, -0.823)
C (1.260, 6.187, 0.417)
C (0.726, 4.934, 0.707)
S (0.070, 2.373, 0.116)
H (1.398, -2.240, -0.258)
H (1.493, 3.309, -2.198)
H (2.422, 5.566, -2.743)
H (2.272, 7.404, -1.058)
H (1.191, 6.983, 1.157)
H (0.238, 4.722, 1.655)
N (2.258, -0.336, 1.424)
C (2.206, -1.762, 1.684)
C (2.608, -2.325, 2.872)
C (2.220, -3.631, 3.164)
C (1.384, -4.314, 2.266)
C (0.997, -3.742, 1.082)
N (1.458, -2.471, 0.785)
H (3.236, -0.028, 1.346)
H (1.918, 0.218, 2.234)
H (3.180, -1.714, 3.580)
H (2.558, -4.131, 4.074)
H (1.030, -5.319, 2.498)
H (0.363, -4.190, 0.316)

## Properties
Maximum force ... 0.074 Eh/bohr
Energy relative to the best compared isomer or geometry (same formula, charge and spin) ... 14.2 kcal/mol
Kohn-Sham gap (alpha / beta) ... 4.2833 / 4.3020 eV
Charge ... +3
E_HOMO (alpha / beta) ... -15.04 / -15.03 eV
LUMO (alpha / beta) ... -10.75 / -10.73 eV
Spin multiplicity ... 6


Molecular formula: C22H43IrN2P3Se
Method: DFT, the ωB97M-V functional and the def2-TZVPD basis

CARTESIAN COORDINATES (ANGSTROEM)
Ir (-0.103, -0.059, 0.562)
P (-2.363, -0.159, 0.281)
P (0.143, -2.377, 0.600)
P (-0.072, 2.234, 0.535)
H (1.825, -0.995, -1.318)
C (1.652, -0.061, -0.781)
C (2.130, 0.037, 0.571)
H (2.558, -0.845, 1.052)
C (-2.702, -0.154, -1.510)
C (-3.293, -1.621, 0.861)
C (-3.362, 1.212, 0.961)
C (1.835, -3.097, 0.662)
C (-0.586, -3.536, 1.837)
C (-0.424, -3.073, -1.012)
C (1.544, 3.119, 0.550)
C (-0.870, 3.233, 1.866)
C (-0.719, 2.893, -1.063)
H (1.764, 0.818, -1.429)
H (2.564, 0.986, 0.894)
H (-3.777, -0.165, -1.742)
H (-2.247, -1.041, -1.969)
H (-2.272, 0.753, -1.955)
H (-4.370, -1.481, 0.652)
H (-3.157, -1.684, 1.950)
H (-2.967, -2.546, 0.372)
H (-4.438, 1.029, 0.794)
H (-3.113, 2.168, 0.487)
H (-3.207, 1.280, 2.047)
H (1.753, -4.180, 0.459)
H (2.261, -2.963, 1.665)
H (2.499, -2.648, -0.082)
H (-0.505, -4.571, 1.455)
H (-1.642, -3.342, 2.043)
H (-0.004, -3.472, 2.771)
H (-0.041, -4.102, -1.106)
H (-0.024, -2.471, -1.834)
H (-1.516, -3.099, -1.078)
H (1.372, 4.191, 0.347)
H (2.220, 2.724, -0.213)
H (2.026, 3.034, 1.532)
H (-0.859, 4.304, 1.595)
H (-0.313, 3.111, 2.802)
H (-1.903, 2.942, 2.054)
H (-0.429, 3.951, -1.179)
H (-1.809, 2.825, -1.125)
H (-0.285, 2.324, -1.894)
C (1.064, 0.083, -5.162)
C (2.266, -0.162, -4.479)
C (3.490, -0.084, -5.145)
C (3.532, 0.175, -6.520)
C (2.336, 0.347, -7.224)
C (1.099, 0.293, -6.563)
Se (-0.510, 0.125, -4.024)
H (0.048, -0.031, -2.568)
H (2.225, -0.392, -3.409)
H (4.400, -0.228, -4.568)
H (4.490, 0.240, -7.022)
H (2.379, 0.527, -8.295)
H (0.169, 0.418, -7.118)
N (-1.869, -1.004, 3.588)
C (-0.781, -0.223, 4.008)
C (-0.687, 0.076, 5.383)
C (0.352, 0.862, 5.835)
C (1.280, 1.311, 4.890)
C (1.133, 0.948, 3.552)
N (0.098, 0.212, 3.102)
H (-1.620, -1.990, 3.628)
H (-2.645, -0.894, 4.235)
H (-1.457, -0.353, 6.039)
H (0.449, 1.114, 6.897)
H (2.118, 1.946, 5.160)
H (1.867, 1.258, 2.814)

## Properties
Maximum force ... 0.059 Eh/bohr
Energy relative to the best compared isomer or geometry (same formula, charge and spin) ... 25.7 kcal/mol
Kohn-Sham gap (alpha / beta) ... 5.5109 / 3.7404 eV
Charge ... +4
E_HOMO (alpha / beta) ... -17.22 / -19.77 eV
LUMO (alpha / beta) ... -11.71 / -16.03 eV
Spin multiplicity ... 6